Here is the molecule C22H31N3O2 from the OMol25 dataset. Energies are from ωB97M-V/def2-TZVPD.

Geometry as ORCA input:
```
! wB97M-V def2-TZVPD RIJCOSX def2/J DEFGRID3
* xyz 0 1
C -4.47134 -2.02775 -2.06019
C -3.16209 -1.32591 -1.93783
C -1.90417 -1.83401 -1.78110
C -0.99181 -0.73527 -1.75790
C 0.48452 -0.73303 -1.65567
O 1.16612 -0.02807 -2.39139
N 1.06830 -1.54166 -0.70971
C 2.51411 -1.51681 -0.59444
C 3.01832 -0.68103 0.61354
N 2.02501 0.24277 1.13655
C 1.67740 1.37422 0.44580
O 0.61423 1.94809 0.63625
C 2.67267 2.00917 -0.46866
C 2.87126 3.32138 -0.61332
C 3.94321 3.17006 -1.66433
C 3.73184 1.63342 -1.49957
C 1.08218 -0.33680 2.10977
C 0.66551 0.63918 3.20869
C -0.17461 -0.08279 4.25794
C -1.40222 -0.71991 3.61390
C -0.99046 -1.68884 2.51109
C -0.11594 -1.02334 1.44892
C 0.32881 -2.07420 0.43101
C -1.73352 0.41589 -1.90540
C -1.31879 1.84585 -1.95169
N -3.05053 0.04686 -1.99160
C -4.14797 0.96895 -2.18659
H -4.30564 -3.10267 -2.01796
H -5.15722 -1.76679 -1.25027
H -4.97246 -1.80409 -3.00495
H -1.66339 -2.88441 -1.74309
H 2.87941 -2.54282 -0.49754
H 2.89890 -1.10401 -1.52248
H 3.29753 -1.34115 1.43437
H 3.91892 -0.14066 0.33499
H 2.40335 4.17934 -0.14946
H 3.68570 3.56061 -2.64974
H 4.93492 3.53033 -1.38687
H 4.61337 1.10780 -1.13083
H 3.33452 1.12312 -2.37483
H 1.65874 -1.12807 2.60713
H 1.56409 1.07153 3.65575
H 0.09030 1.45499 2.77514
H 0.42325 -0.86328 4.74395
H -0.47327 0.61717 5.04075
H -2.00487 -1.23783 4.36333
H -2.03156 0.06729 3.18560
H -0.43490 -2.52420 2.95852
H -1.87164 -2.12198 2.02942
H -0.70280 -0.26214 0.92558
H -0.54398 -2.62457 0.08978
H 0.98303 -2.80244 0.92249
H -0.23553 1.91164 -1.94917
H -1.69095 2.33237 -2.85684
H -1.68690 2.39955 -1.08495
H -3.97476 1.87766 -1.61413
H -4.26341 1.23552 -3.23940
H -5.07279 0.51577 -1.83836
*
```

- Kohn-Sham gap: 8.576 eV
- SMILES: Cc1cc(C(=O)N2CCN(C(=O)C3=CCC3)[C@H]3CCCC[C@@H]3C2)c(C)n1C
- DFT total energy: -31882.5934 eV
- E_HOMO: -7.780 eV
- ΔE to the lowest compared entry with this formula, charge and spin: 1.763 eV

=====

Here is a cluster of 3 separate species, C3H13NO2S in total at a distorted geometry from the OMol25 dataset. Energies are from ωB97M-V/def2-TZVPD.

Geometry as ORCA input:
```
! wB97M-V def2-TZVPD RIJCOSX def2/J DEFGRID3
* xyz 0 1
C -0.89461 1.07820 1.51136
N -0.32574 -0.12945 0.91353
C -0.57505 -0.02959 -0.54770
C -0.45837 -1.07597 -1.66189
S -1.59161 -0.55091 -2.97396
H -0.61326 1.20965 2.55907
H -1.96965 1.16671 1.41095
H -0.54553 1.95393 0.93295
H 0.68191 -0.06784 1.02704
H -1.67748 0.10163 -0.46775
H -0.33074 0.97713 -0.94855
H 0.61640 -0.89765 -2.02237
H -0.37148 -2.12682 -1.39867
H -0.81641 -0.84302 -4.02098
O 4.97205 1.06582 -0.41844
H 5.22080 0.49517 -1.14544
H 5.18571 1.99050 -0.47574
O -2.48465 -1.63328 2.48438
H -1.70440 -1.49354 1.92790
H -2.31789 -1.19066 3.31431
*
```

- Kohn-Sham gap: 9.865 eV
- SMILES: CNCCS.O.O
- DFT total energy: -19740.7849 eV
- E_HOMO: -9.286 eV
- ΔE to the lowest compared entry with this formula, charge and spin: 1.658 eV

=====

Here is a structure of composition C40H26AsCl5CsN2OPS2 from the OMol25 dataset. Energies are from ωB97M-V/def2-TZVPD.

Geometry as ORCA input:
```
! wB97M-V def2-TZVPD RIJCOSX def2/J DEFGRID3
* xyz -2 1
Cs 3.20335 1.99508 0.01414
S 3.91736 5.10844 -0.32500
C 2.69013 5.71153 0.73789
C 3.03935 6.69516 1.67731
C 2.13206 7.24831 2.57538
C 2.56517 8.24041 3.50903
N 2.93270 9.03989 4.25468
C 0.79556 6.80467 2.55144
C 0.42892 5.82947 1.62923
C 1.32402 5.25894 0.71208
S 0.73639 4.04714 -0.38239
C -0.17293 7.34144 3.45468
N -0.96131 7.77664 4.17555
H 4.06692 7.03099 1.69916
H -0.59703 5.48618 1.60981
Cl 10.13995 -1.98807 0.10682
C 8.47650 -1.50501 0.11726
C 8.12282 -0.15291 0.07699
Cl 9.37344 1.04098 0.01736
C 6.79574 0.23866 0.08442
Cl 6.37377 1.91607 0.03149
C 5.70539 -0.69704 0.13176
O 4.49942 -0.34073 0.13555
C 6.12728 -2.06621 0.17017
Cl 4.86898 -3.25722 0.21123
C 7.45597 -2.45396 0.16282
Cl 7.87075 -4.13556 0.20933
C -1.43213 0.39273 0.33212
C -2.36237 -0.80017 0.16420
As -4.28060 -0.29547 0.16067
C -4.41530 0.01775 -1.77146
C -5.09136 -0.81961 -2.65479
C -5.13228 -0.52926 -4.01294
C -4.50033 0.60331 -4.50568
C -3.84013 1.45562 -3.63100
C -3.80842 1.16984 -2.27427
C -4.99074 -2.12010 0.24199
C -4.40837 -3.19431 -0.43005
C -4.93290 -4.47272 -0.31024
C -6.04926 -4.69909 0.48522
C -6.63693 -3.63960 1.16030
C -6.10737 -2.36115 1.03778
P 0.39521 0.03607 0.27876
C 0.62650 -1.20314 1.60279
C -0.18558 -1.23967 2.73647
C 0.09840 -2.10572 3.78387
C 1.20694 -2.93764 3.72052
C 2.04534 -2.88073 2.61453
C 1.76407 -2.01453 1.56915
C 0.39369 -0.97110 -1.26098
C 0.39934 -0.22745 -2.44264
C 0.31483 -0.85356 -3.67779
C 0.24617 -2.23790 -3.75021
C 0.25787 -2.98782 -2.58203
C 0.32568 -2.35994 -1.34543
H -1.63439 0.94837 1.25023
H -1.56723 1.10903 -0.48029
H -2.23318 -1.52679 0.96743
H -2.15579 -1.30562 -0.77821
H -5.58533 -1.70948 -2.28537
H -5.65557 -1.19543 -4.68896
H -4.52627 0.82409 -5.56581
H -3.35060 2.34742 -4.00261
H -3.30679 1.85499 -1.60025
H -3.53814 -3.03067 -1.05528
H -4.46858 -5.29728 -0.83803
H -6.45639 -5.69826 0.58144
H -7.50541 -3.80985 1.78526
H -6.56310 -1.53335 1.56921
H -1.04305 -0.58153 2.81354
H -0.54657 -2.12554 4.65435
H 1.42869 -3.61141 4.53941
H 2.93573 -3.49608 2.56978
H 2.45682 -1.93580 0.73722
H 0.46438 0.85597 -2.38645
H 0.31354 -0.26112 -4.58431
H 0.19245 -2.73113 -4.71316
H 0.21187 -4.06959 -2.63309
H 0.32229 -2.95888 -0.44307
*
```

- Kohn-Sham gap: 4.447 eV
- DFT total energy: -201891.0544 eV
- E_HOMO: -1.214 eV
- ΔE to the lowest compared entry with this formula, charge and spin: 1.179 eV

=====

Here is a cluster of 2 separate species, C5H15NO in total at a distorted geometry from the OMol25 dataset. Energies are from ωB97M-V/def2-TZVPD.

Geometry as ORCA input:
```
! wB97M-V def2-TZVPD RIJCOSX def2/J DEFGRID3
* xyz 0 1
C 0.42881 1.21053 1.08926
C -0.36188 0.31211 0.01795
C -1.10644 1.38881 -0.87442
N 0.60141 -0.46872 -0.76640
C 0.38768 -1.95600 -0.53399
C 1.86991 -0.01666 -1.23503
H 1.25829 1.56202 0.50977
H 0.71524 0.42042 1.84795
H -0.21255 1.86477 1.25827
H -1.06031 -0.41166 0.43661
H -2.21149 1.49568 -0.65927
H -0.69747 2.43670 -0.80803
H -1.17490 1.11545 -1.96784
H 0.23823 -2.28948 0.45349
H -0.25203 -2.27033 -1.43091
H 1.35624 -2.48061 -0.84952
H 1.75338 0.91002 -1.84379
H 2.35351 -0.76754 -1.81623
H 2.45675 0.25644 -0.38426
O -2.21246 -1.02833 2.33540
H -2.06166 -1.09649 3.27183
H -2.06824 -0.18714 1.94916
*
```

- Kohn-Sham gap: 8.366 eV
- SMILES: CC(C)N(C)C.O
- DFT total energy: -8963.1294 eV
- E_HOMO: -7.532 eV
- ΔE to the lowest compared entry with this formula, charge and spin: 3.229 eV

=====

Here is a structure of composition C5H8O from the OMol25 dataset. Energies are from ωB97M-V/def2-TZVPD.

Geometry as ORCA input:
```
! wB97M-V def2-TZVPD RIJCOSX def2/J DEFGRID3
* xyz 0 1
C 1.01502 1.48435 0.64227
C 0.36924 1.85205 -0.46654
C 0.44743 -0.94193 0.45337
C -0.03574 -1.35101 -0.91912
O -1.43485 -1.28304 -0.59848
C -1.02309 -1.07846 0.75982
H 2.05951 1.19271 0.63325
H 0.53487 1.50518 1.61703
H -0.67070 2.16785 -0.45495
H 0.86704 1.85295 -1.43393
H 0.24747 -0.75142 -1.78973
H 0.30351 -2.38843 -1.08483
H -1.55440 -0.26682 1.27037
H -1.12530 -1.99398 1.37147
*
```

- Kohn-Sham gap: 8.581 eV
- DFT total energy: -7356.2490 eV
- E_HOMO: -8.644 eV
- ΔE to the lowest compared entry with this formula, charge and spin: 6.006 eV

=====

Here is a cluster of 2 separate species, C2H4N2S in total at a distorted geometry from the OMol25 dataset. Energies are from ωB97M-V/def2-TZVPD.

Geometry as ORCA input:
```
! wB97M-V def2-TZVPD RIJCOSX def2/J DEFGRID3
* xyz 0 1
C 1.26633 0.76637 -0.02936
C -1.25889 0.35731 0.20671
N 2.27386 1.35881 -0.01772
N 0.14421 0.25952 -0.12848
S 0.87551 -2.17658 0.04079
H -1.65332 -0.23988 1.15841
H -1.45835 1.42258 0.25220
H -1.85085 -0.00246 -0.66751
H 1.66151 -1.74567 -0.81504
*
```

- Kohn-Sham gap (alpha / beta): 6.531 / 6.539 eV
- DFT total energy: -15949.6097 eV
- E_HOMO (alpha / beta): -9.628 / -9.636 eV
- ΔE to the lowest compared entry with this formula, charge and spin: 4.273 eV